Molecular formula: C41H40BrN3OP2S2V
Method: DFT, the ωB97M-V functional and the def2-TZVPD basis

Each line ends with the Löwdin charge.
Element x y z (Å)
N  3.365  4.083  3.220  0.1302
H  -0.122  -1.460  -5.100  0.1095
C  -1.904  -2.789  4.359  -0.0642
V  0.853  0.938  1.514  0.5479
H  -2.780  3.692  -5.010  0.0796
H  -3.399  -4.501  1.243  0.1126
C  -0.779  3.084  -1.546  -0.0700
C  1.438  -2.397  3.774  -0.3370
C  4.239  3.841  4.224  -0.3307
C  -5.442  2.477  -3.158  -0.0592
Br  -2.888  0.544  1.002  0.8218
H  -1.009  -1.050  -0.952  0.0749
C  1.521  -1.730  -3.796  -0.0520
H  -0.058  5.654  -0.768  0.0882
P  1.708  -1.413  0.205  0.5574
C  0.577  -0.935  1.377  -0.6763
H  2.061  -6.237  0.105  0.1104
H  4.495  -4.094  5.377  0.1122
H  2.545  4.152  -1.370  0.0899
H  3.014  -1.793  -2.254  0.1228
C  -1.359  -2.556  3.082  -0.3426
C  2.556  -5.329  0.394  -0.0555
H  0.589  -4.370  3.631  0.1130
C  -3.104  2.840  -2.412  -0.1322
N  5.007  3.639  5.067  0.1359
H  -3.411  2.019  -5.005  0.0897
H  -1.746  -1.056  -3.279  0.1109
C  -3.657  3.065  -4.824  -0.0370
C  1.445  -3.781  3.946  -0.0682
C  -3.027  -3.590  4.467  -0.0478
H  -3.544  5.333  -3.298  0.0794
H  -1.615  4.090  -3.230  0.1027
H  -4.259  1.399  -1.299  0.0852
H  2.602  -0.537  3.925  0.0976
C  1.920  -4.136  0.172  -0.0765
H  0.306  3.865  -4.127  0.0792
P  0.110  -1.511  2.931  0.5441
C  -1.921  -3.157  1.963  -0.0822
C  -2.322  1.608  -0.488  -0.5564
S  -0.033  0.334  3.721  0.4920
C  0.193  -1.476  -4.080  -0.0653
H  4.408  -6.254  0.993  0.1128
C  -1.814  3.388  -2.425  0.0213
H  -5.824  2.657  -2.166  0.0832
C  1.031  -1.508  -1.452  -0.3513
H  -4.378  3.382  -5.576  0.0898
H  -0.466  5.759  -2.492  0.0832
C  -3.003  -4.022  2.121  -0.0642
C  0.985  3.506  -3.343  -0.0305
H  4.547  -1.676  4.879  0.1170
C  1.716  3.566  -0.976  -0.0745
C  0.267  5.376  -1.761  -0.0315
H  2.544  -5.474  4.594  0.1171
C  4.447  -4.150  1.322  -0.0584
C  3.663  -2.259  4.661  -0.0657
H  0.945  -4.083  -0.306  0.1142
H  -5.210  1.392  -3.250  0.0990
H  -1.454  -2.339  5.213  0.1086
O  -0.161  1.935  0.460  -0.2285
H  1.065  2.434  -3.514  0.0831
C  -3.309  1.885  -1.408  -0.0767
H  4.240  -1.996  1.430  0.0858
H  -1.489  -2.997  0.976  0.0989
C  0.522  3.836  -1.888  -0.4964
H  2.237  -1.921  -4.594  0.1197
C  -4.469  4.766  -3.189  -0.0312
N  1.992  2.228  2.423  -0.0062
H  -4.392  -4.844  3.479  0.1071
C  -3.539  -4.232  3.351  -0.0624
C  3.643  -3.622  4.918  -0.0549
C  1.942  -1.718  -2.474  -0.0831
H  -3.459  -3.730  5.435  0.1115
H  -4.850  4.933  -2.188  0.0908
C  2.564  -4.390  4.491  -0.0630
H  1.956  3.978  -3.535  0.0907
H  1.551  3.860  0.058  0.0731
C  -4.175  3.279  -3.401  -0.5661
C  2.706  3.101  2.808  -0.2698
C  2.558  -1.638  4.113  -0.1091
H  -6.207  2.719  -3.889  0.0916
H  2.015  2.498  -0.992  0.0416
C  -1.071  2.181  -0.535  -0.2912
C  3.814  -2.937  1.112  -0.0881
C  -0.705  -1.235  -3.075  -0.0557
H  1.194  5.916  -1.981  0.0895
C  3.863  -5.330  0.903  -0.0417
C  2.591  -2.945  0.479  -0.3444
H  -5.192  5.141  -3.927  0.0986
S  2.885  0.245  0.403  0.5341
C  -0.308  -1.255  -1.738  -0.0583
H  5.416  -4.164  1.748  0.1068

Computed properties:
Frontier orbital gap (alpha / beta)   0.22729 / 0.22733 hartree
Lowest unoccupied orbital energy (alpha / beta)   -5.016 / -5.015 eV
Total charge   +1
Relative energy (zero: lowest compared OMol25 entry of this formula, charge and spin)   0.000 eV
HOMO level (alpha / beta)   -11.20 / -11.20 eV